Entry 1:
C4H13NO | wB97M-V/def2-TZVPD

```
19
C4H13NO (wB97M-V/def2-TZVPD)
O 3.787 0.343 0.060
N 0.635 0.007 0.683
C -1.342 -0.583 -0.560
C -0.372 1.708 -0.723
C -0.641 0.504 0.200
C -1.651 -1.867 0.263
H -2.281 -0.256 -1.023
H -1.159 -1.802 1.228
H -1.140 1.844 -1.493
H 4.553 0.869 0.350
H -1.258 -2.746 -0.254
H 1.183 0.671 1.189
H -1.262 1.014 0.965
H -0.731 -0.787 -1.446
H -0.293 2.677 -0.228
H 0.618 -0.987 0.874
H -2.725 -2.034 0.310
H 0.588 1.607 -1.237
H 3.492 -0.181 0.841
```

Summary:
2S+1	2
E_LUMO (alpha / beta)	3.738 / 3.567	eV
energy above the lowest of the compared OMol25 structures with the same formula, charge and spin	0.548	eV
maximum force	1.89	eV Å⁻¹
⟨S²⟩	0.75
total charge	-1

***

Entry 2:
C4H13NO | wB97M-V/def2-TZVPD

```
19
C4H13NO (wB97M-V/def2-TZVPD)
O -3.860 0.446 -2.522
N -1.878 1.356 -1.806
C 3.566 0.139 2.573
C 2.392 -2.080 2.148
C -2.511 0.811 -2.932
C 2.209 -0.609 2.592
H -1.073 1.949 -1.890
H 1.846 -0.551 3.627
H -4.271 -0.207 -3.072
H 3.422 1.198 2.821
H -2.093 1.144 -0.850
H 4.098 0.118 1.632
H 2.861 -2.172 1.144
H -2.132 -0.080 -3.450
H -2.671 1.627 -3.647
H 1.489 -2.632 2.331
H 3.226 -2.481 2.716
H 4.133 -0.428 3.315
H 1.494 -0.094 1.954
```

Summary:
E_LUMO	0.953	eV
energy above the lowest of the compared OMol25 structures with the same formula, charge and spin	1.310	eV
maximum force	2.60	eV Å⁻¹
SMILES string	CCC.NCO

***

Entry 3:
C4H13NO2 | wB97M-V/def2-TZVPD

```
20
C4H13NO2 (wB97M-V/def2-TZVPD)
O 1.958 -1.443 -1.859
O -1.696 2.663 -0.397
N -1.051 0.603 1.960
C 0.174 0.751 1.159
C 0.609 -1.041 -1.506
C 0.885 -0.715 1.019
C 0.172 -1.560 -0.090
H 1.905 -0.454 0.689
H -0.053 0.978 0.155
H -1.506 1.538 2.053
H -1.206 3.479 -0.591
H 0.529 0.039 -1.609
H -1.727 0.121 1.387
H -0.903 -1.492 0.038
H 1.867 -1.755 -2.746
H -0.146 -1.587 -2.256
H 0.818 -1.195 2.038
H 1.021 1.341 1.636
H 0.559 -2.630 0.058
H -2.210 2.359 -1.139
```

Summary:
2S+1	2
E_LUMO (alpha / beta)	3.469 / 3.370	eV
energy above the lowest of the compared OMol25 structures with the same formula, charge and spin	1.042	eV
maximum force	3.79	eV Å⁻¹
⟨S²⟩	0.75
total charge	-1

***

Entry 4:
C4H13NO2 | wB97M-V/def2-TZVPD

```
20
C4H13NO2 (wB97M-V/def2-TZVPD)
O 0.664 -0.835 -2.420
O 1.344 1.548 -0.832
N -0.697 -0.357 0.304
C -1.722 0.591 0.310
C 1.365 -1.278 1.330
C -2.175 1.169 -0.796
C -0.074 -0.789 1.560
H 1.364 -2.292 0.964
H 2.003 2.246 -0.805
H -2.949 1.912 -0.769
H -1.757 0.977 -1.782
H 1.916 -1.144 2.251
H -0.789 -1.147 -0.319
H -2.197 0.764 1.268
H 0.602 0.014 -1.947
H -0.584 -1.697 1.930
H -0.208 -0.034 2.338
H 1.082 -0.503 -3.224
H 1.828 -0.634 0.576
H 0.985 1.489 0.064
```

Summary:
E_LUMO	0.677	eV
energy above the lowest of the compared OMol25 structures with the same formula, charge and spin	1.164	eV
maximum force	1.64	eV Å⁻¹
SMILES string	C=CNCC.O.O

***

Entry 5:
C4H13NO2 | wB97M-V/def2-TZVPD

```
20
C4H13NO2 (wB97M-V/def2-TZVPD)
O 0.004 1.513 -2.634
O 0.359 -2.690 -0.322
N -0.321 1.374 0.864
C 0.696 -0.891 1.034
C 1.461 -2.030 0.389
C 0.097 0.143 0.060
C -1.595 1.892 0.368
H -0.592 2.070 -2.147
H -0.756 -0.293 -0.443
H -1.299 2.428 -0.529
H 0.602 -3.065 -1.181
H 2.163 -1.805 -0.409
H -0.129 -1.349 1.574
H 0.869 0.472 -0.625
H 1.234 -0.495 1.925
H -2.399 1.160 0.309
H -0.234 0.983 1.795
H 1.859 -2.771 1.092
H -1.941 2.679 1.043
H -0.079 0.673 -2.163
```

Summary:
E_LUMO	0.819	eV
energy above the lowest of the compared OMol25 structures with the same formula, charge and spin	1.792	eV
maximum force	2.49	eV Å⁻¹
SMILES string	CNCCCO.O

***

Entry 6:
C4H13NO2 | wB97M-V/def2-TZVPD

```
20
C4H13NO2 (wB97M-V/def2-TZVPD)
O 0.713 1.530 2.966
O 4.993 0.024 -1.427
N -0.384 0.744 -2.142
C -1.942 -0.502 0.039
C 0.178 -0.434 -1.282
C -2.710 -0.981 1.273
C -0.644 -0.305 -0.025
H -0.090 -0.016 0.876
H 0.305 0.997 -2.838
H 4.490 0.622 -0.856
H -0.063 1.967 3.309
H 5.250 -0.669 -0.812
H -0.104 -1.384 -1.754
H -2.326 -0.549 2.204
H -2.643 -0.405 -0.824
H -3.763 -0.644 1.240
H -2.728 -2.081 1.337
H 1.290 -0.320 -1.239
H 1.346 2.111 2.550
H -1.169 0.295 -2.592
```

Summary:
E_LUMO	0.502	eV
energy above the lowest of the compared OMol25 structures with the same formula, charge and spin	2.115	eV
maximum force	2.89	eV Å⁻¹
SMILES string	C/C=C/CN.O.O

***

Entry 7:
C4H13NO2 | wB97M-V/def2-TZVPD

```
20
C4H13NO2 (wB97M-V/def2-TZVPD)
O 2.332 -1.548 1.184
O 1.600 2.463 1.957
N -0.492 -0.661 -0.154
C -2.366 -1.028 -1.697
C 0.133 1.604 -0.692
C -0.699 0.712 -0.177
C -1.190 -1.664 -0.976
H -0.082 2.633 -0.429
H -2.836 -1.642 -2.462
H -2.001 -0.102 -2.160
H 1.612 2.109 1.052
H 0.827 1.974 2.272
H -1.528 -2.474 -0.334
H 1.685 -0.852 1.261
H -1.597 1.142 0.280
H 0.160 -1.123 0.441
H 0.944 1.327 -1.335
H -0.387 -2.046 -1.613
H -3.061 -0.714 -0.913
H 3.072 -1.507 0.585
```

Summary:
E_LUMO	0.731	eV
energy above the lowest of the compared OMol25 structures with the same formula, charge and spin	2.141	eV
maximum force	2.15	eV Å⁻¹
SMILES string	C=CNCC.O.O

***

Entry 8:
C4H13NO2 | wB97M-V/def2-TZVPD

```
20
C4H13NO2 (wB97M-V/def2-TZVPD)
O -2.779 1.436 -3.550
O -0.802 0.889 -1.539
N -0.259 0.044 1.327
C 0.669 -0.016 0.228
C 0.416 0.343 2.587
C 1.739 -1.074 0.387
C -0.089 -0.207 -1.052
H -1.563 0.967 -0.908
H 0.558 -0.542 3.237
H 2.581 -0.842 1.048
H -0.173 1.116 3.118
H 2.229 -1.231 -0.603
H 1.429 -2.008 0.684
H 1.428 0.792 2.436
H 0.480 -0.613 -1.856
H -0.720 -0.813 1.559
H -3.137 0.560 -3.758
H 1.213 0.933 0.128
H -0.830 -0.984 -0.859
H -2.390 1.249 -2.614
```

Summary:
E_LUMO	0.805	eV
energy above the lowest of the compared OMol25 structures with the same formula, charge and spin	1.437	eV
maximum force	3.07	eV Å⁻¹
SMILES string	CN[C@@H](C)CO.O

***

Entry 9:
C4H13NO2 | wB97M-V/def2-TZVPD

```
20
C4H13NO2 (wB97M-V/def2-TZVPD)
O -0.611 1.818 2.474
O 1.509 1.001 0.302
N -1.065 0.020 -0.508
C -1.146 0.192 -1.941
C 1.379 -0.268 -0.352
C -0.099 -2.303 -0.368
C 0.026 -0.838 0.007
H -0.106 -0.626 1.076
H -1.953 0.873 -2.192
H 0.241 1.432 2.718
H -1.257 1.190 2.821
H 0.461 -2.454 -1.284
H -1.151 0.828 0.075
H -0.227 0.271 -2.529
H 2.378 1.367 0.107
H 2.165 -0.879 0.066
H 0.313 -2.950 0.406
H -1.127 -2.593 -0.538
H -1.471 -0.761 -2.315
H 1.584 -0.188 -1.424
```

Summary:
E_LUMO	0.791	eV
energy above the lowest of the compared OMol25 structures with the same formula, charge and spin	1.140	eV
maximum force	1.92	eV Å⁻¹
SMILES string	CN[C@@H](C)CO.O

***

Entry 10:
C4H13NO2 | wB97M-V/def2-TZVPD

```
20
C4H13NO2 (wB97M-V/def2-TZVPD)
O 1.296 1.994 1.135
O 3.217 1.159 -0.195
N -3.447 0.072 0.310
C -1.508 0.019 -1.227
C 1.495 -1.627 0.473
C -0.386 -0.194 -0.293
C 0.195 -1.418 -0.157
H -4.001 -0.576 0.736
H 1.610 -0.741 1.016
H 1.974 1.538 0.403
H 3.669 1.862 -0.780
H 2.387 -1.728 -0.120
H -0.253 -2.298 -0.790
H -2.392 -0.096 -0.504
H 1.431 -2.529 1.102
H -1.588 -0.635 -2.105
H -0.247 0.526 0.537
H -3.271 0.796 0.983
H 1.601 2.846 1.128
H -1.784 1.030 -1.653
```

Summary:
E_LUMO	-4.273	eV
energy above the lowest of the compared OMol25 structures with the same formula, charge and spin	9.428	eV
maximum force	6.32	eV Å⁻¹

***

Entry 11:
C4H13NO2 | wB97M-V/def2-TZVPD

```
20
C4H13NO2 (wB97M-V/def2-TZVPD)
O -2.844 -0.475 -1.420
O -1.101 2.456 -1.928
N 0.197 0.136 -0.415
C -0.171 -1.092 0.339
C 0.714 -1.425 1.553
C 1.929 -1.948 1.361
C 0.950 1.181 0.299
H 2.330 -2.089 0.376
H 0.323 1.654 1.046
H -2.240 0.209 -1.739
H 2.521 -2.508 2.114
H -1.322 3.236 -1.392
H -0.714 1.820 -1.316
H 1.815 0.822 0.886
H 1.287 1.970 -0.393
H 0.429 -1.055 2.524
H 0.735 -0.126 -1.229
H -0.144 -1.880 -0.418
H -1.176 -0.894 0.701
H -3.517 0.008 -0.948
```

Summary:
E_LUMO	0.796	eV
energy above the lowest of the compared OMol25 structures with the same formula, charge and spin	1.657	eV
maximum force	1.80	eV Å⁻¹
SMILES string	C=CCNC.O.O

***

Entry 12:
C4H13NO2 | wB97M-V/def2-TZVPD

```
20
C4H13NO2 (wB97M-V/def2-TZVPD)
O -2.883 0.536 -0.817
O -0.390 3.263 -2.238
N 0.862 0.120 -1.204
C -0.708 -1.269 0.791
C 0.603 -0.609 1.098
C 1.277 0.029 0.142
C 1.322 -1.091 2.337
H -2.225 1.227 -0.944
H 1.581 -2.113 2.112
H 1.518 0.630 -1.765
H -2.962 0.130 -1.685
H -1.134 -0.825 -0.103
H 0.684 -1.121 3.219
H -1.410 -1.339 1.613
H 2.230 -0.527 2.544
H 0.493 -0.725 -1.604
H -0.484 2.513 -2.836
H -0.535 -2.299 0.428
H -0.011 2.867 -1.445
H 2.173 0.602 0.356
```

Summary:
E_LUMO	0.516	eV
energy above the lowest of the compared OMol25 structures with the same formula, charge and spin	0.969	eV
maximum force	1.56	eV Å⁻¹
SMILES string	CC(C)=CN.O.O